# 1
The following is a DFT calculation (ωB97M-V/def2-TZVPD) of a structure of composition C22H27N7O3Tl at a distorted geometry.

Geometry (Å):
Tl1 1.28373 0.49555 -1.18520
C1 2.67647 4.63714 1.28760
N1 3.04574 3.34942 1.83811
C2 4.26336 3.27850 2.61239
C3 2.29310 2.28628 1.52691
O1 1.29975 2.36399 0.81316
C4 2.72479 0.93392 2.09777
O2 1.82311 -0.08739 1.73866
C5 0.64579 -0.14993 2.52474
C6 -0.61191 -0.04206 1.66064
O3 -0.54638 -0.04233 0.44099
N2 -1.78448 0.02468 2.30683
C7 -1.92571 -0.02585 3.74279
C8 -3.00580 0.17006 1.53768
H1 2.65984 5.38900 2.07685
H2 3.37943 4.93765 0.50810
H3 1.68248 4.53755 0.85394
H4 4.66678 4.28418 2.70950
H5 4.07768 2.88769 3.61515
H6 5.01035 2.64821 2.12495
H7 3.69086 0.65097 1.66699
H8 2.83207 0.98643 3.19016
H9 0.64529 -1.12187 3.04045
H10 0.62979 0.64254 3.28014
H11 -1.36678 -0.86049 4.16360
H12 -1.59622 0.90363 4.21303
H13 -2.97460 -0.17760 3.98229
H14 -2.74417 0.28992 0.48840
H15 -3.63145 -0.71802 1.65354
H16 -3.55336 1.04748 1.88227
N3 1.11885 -4.38364 -0.45046
C9 1.49232 -3.11145 -0.70332
N4 0.73156 -2.20852 -1.19392
C10 -0.60888 -2.48868 -1.42994
N5 -1.35492 -1.64668 -2.04628
N6 -1.03705 -0.41416 -2.30805
C11 -1.22725 0.16305 -3.43318
C12 -1.03885 1.59875 -3.54466
C13 -1.58121 2.31493 -4.61777
C14 -1.38000 3.68222 -4.68606
C15 -0.64655 4.30016 -3.68092
C16 -0.14705 3.51182 -2.65289
N7 -0.32592 2.20427 -2.58479
C17 -1.12284 -3.80306 -1.06422
C18 -2.46272 -4.16707 -1.18270
C19 -2.85916 -5.46625 -0.93335
C20 -1.93110 -6.42556 -0.54979
C21 -0.60420 -6.07849 -0.38402
C22 -0.20263 -4.77239 -0.63113
H17 1.78857 -5.06515 -0.12533
H18 2.51521 -2.84666 -0.47116
H19 -1.52864 -0.37842 -4.33096
H20 -2.16692 1.80470 -5.36727
H21 -1.78580 4.25920 -5.50455
H22 -0.45323 5.36259 -3.69731
H23 0.42384 3.95004 -1.84528
H24 -3.17727 -3.42157 -1.49157
H25 -3.89405 -5.74332 -1.05271
H26 -2.24338 -7.44424 -0.38007
H27 0.11969 -6.80567 -0.04876

The value obtained for the calculated total energy is -44514.002 eV. The max |F| comes out at 2.5 eV/A. The net charge is +1. For the orbital gap, the calculation gives 7.68 eV.



# 2
The following is a DFT calculation (ωB97M-V/def2-TZVPD) of a cluster of 2 separate species, C4H6BrP in total at a distorted geometry.

Geometry (Å):
C1 0.19994 -1.10956 -0.57818
C2 -0.88420 -0.32441 -0.00249
C3 -0.26206 1.06390 0.14862
C4 1.20381 0.84770 0.43440
P1 1.84220 -0.77699 -0.41315
Br1 -1.49784 -3.90032 -1.49477
H1 -1.83575 -0.50530 -0.52629
H2 -1.26004 -0.61871 0.95828
H3 -0.33309 1.49077 -0.91500
H4 -0.63754 1.56491 0.97039
H5 1.99263 1.67277 0.03013
H6 1.47194 0.59523 1.38807

The value obtained for the calculated total energy is -83571.039 eV. The max |F| comes out at 5.0 eV/A. The net charge is 0. For the orbital gap (spin up / spin down), the calculation gives 5.75 / 5.75 eV.



# 3
The following is a DFT calculation (ωB97M-V/def2-TZVPD) of a structure of composition C4H10N4O at a distorted geometry.

Geometry (Å):
C1 -0.09145 -0.72869 -1.01287
C2 0.78422 0.25181 1.01989
C3 -0.10195 1.51198 0.78291
C4 -1.35270 1.02481 0.24472
H1 0.56736 -3.29027 -0.86422
H2 1.95725 -2.41347 -2.29594
H3 1.50721 -1.14917 -0.15044
H4 1.95401 0.58206 1.54013
H5 0.35426 -0.23395 1.75638
H6 0.55052 2.17009 0.06673
H7 0.46946 2.65116 2.46129
H8 -2.11959 0.18674 0.95131
H9 -2.27298 1.87945 -0.06067
H10 -2.04496 0.04851 -1.60372
N1 0.73972 -2.83206 -1.85917
N2 -0.28615 -1.60712 -1.82799
N3 0.87820 -0.44175 -0.16592
N4 -1.03856 0.26059 -1.08356
O1 -0.45386 2.12930 2.10111

The value obtained for the calculated total energy is -12310.847 eV. The max |F| comes out at 8.2 eV/A. The net charge is 0. For the orbital gap, the calculation gives 9.21 eV.